Computed, not measured: an isolated molecule of C13H8N4S at a distorted geometry, with ωB97M-V/def2-TZVPD.

Last column: natural (NBO) charge in e.
Atoms and positions in Å:
1 N 0.4964 2.5893 -4.3962  -0.296
2 N 0.2245 0.1531 0.3400  -0.470
3 H 2.2509 -2.4967 -0.2383  0.237
4 H 2.7354 -0.9852 -2.2764  0.203
5 H -1.5034 -3.2464 4.3314  0.243
6 H -1.5671 4.4689 -2.3422  0.233
7 C -0.9417 2.6088 0.2360  0.006
8 N -0.1226 2.0641 -0.8069  -0.347
9 C 0.6712 0.9574 -0.6822  0.573
10 S -0.5117 -1.4127 2.9783  0.473
11 C -0.5622 -3.9872 2.4586  -0.262
12 C 0.2225 -2.0002 1.4711  -0.248
13 C -0.3947 2.7918 -1.9503  0.010
14 C 2.0443 -0.6739 -1.5057  0.106
15 H -0.7618 2.4203 1.2907  0.241
16 C 0.1407 2.7467 -3.2940  0.270
17 H 0.4249 -4.0496 0.4595  0.237
18 H -2.2575 4.2890 0.2270  0.231
19 C -0.9555 -3.0168 3.4136  -0.406
20 C 1.7346 -1.5565 -0.4520  -0.309
21 C 0.1046 -3.3628 1.3459  -0.225
22 N 1.4903 0.5119 -1.6446  -0.466
23 C -1.6913 3.5604 -0.2819  -0.284
24 C -1.3288 3.7319 -1.5841  -0.206
25 H -0.7214 -5.0437 2.4414  0.229
26 C 0.7794 -1.0620 0.4614  0.228

Orbital gap, eV: 8.710
HOMO level, eV: -8.878
Total charge: 0
Energy relative to the best compared isomer or geometry (same formula, charge and spin), eV: 0.831
SMILES: N#Cc1cccn1-c1nccc(-c2cccs2)n1